[1]
ORCA calculation (ωB97M-V/def2-TZVPD) on one molecule with the formula C23H30N2OS.

Atoms and positions in Å:
C -1.74036 -2.55684 1.61052
C -2.41007 -1.48518 0.75196
C -3.81582 -1.94749 0.37034
C -1.57342 -1.21755 -0.51222
C -2.08294 -0.05051 -1.36622
S -2.37920 1.51976 -0.46519
C -4.14703 1.49823 -0.25289
C -4.66722 1.71149 1.01566
C -6.03727 1.71796 1.20388
C -6.88809 1.51076 0.13100
C -6.36539 1.31612 -1.13703
C -4.99678 1.32021 -1.33534
N -0.15110 -1.08804 -0.23349
C 0.31688 -0.02123 0.62724
C 1.14557 1.04176 -0.11898
N 2.53573 0.72219 -0.33781
C 3.38060 0.79090 0.84100
C 4.82507 0.95141 0.44275
C 5.81801 0.15310 0.99139
C 7.14125 0.32241 0.61997
C 7.48255 1.28879 -0.30936
C 6.49551 2.08644 -0.86570
C 5.17579 1.92002 -0.49024
C 2.74162 -0.46103 -1.14225
C 2.17250 -1.77727 -0.57590
C 0.69299 -1.94934 -0.85380
O 0.29158 -2.82388 -1.60180
H -2.37773 -2.81233 2.45380
H -1.56875 -3.45463 1.02089
H -0.78486 -2.21510 1.99869
H -2.49676 -0.56310 1.33678
H -4.38427 -2.18074 1.26777
H -3.76436 -2.84283 -0.24540
H -4.36023 -1.18034 -0.17363
H -1.63558 -2.10999 -1.15096
H -3.01938 -0.32161 -1.84620
H -1.34676 0.17767 -2.13715
H -3.99518 1.86982 1.84528
H -6.44045 1.87874 2.19259
H -7.95729 1.50788 0.28001
H -7.02508 1.17051 -1.97961
H -4.59349 1.19230 -2.32960
H -0.55815 0.46334 1.05592
H 0.90903 -0.43183 1.45270
H 1.10006 1.97779 0.44314
H 0.68765 1.21958 -1.09643
H 3.28463 -0.08272 1.50755
H 3.07397 1.67405 1.41147
H 5.55742 -0.60674 1.71545
H 7.90570 -0.30481 1.05508
H 8.51426 1.41939 -0.60101
H 6.75776 2.84115 -1.59277
H 4.39823 2.53095 -0.92278
H 3.82026 -0.57355 -1.27796
H 2.29737 -0.27894 -2.12611
H 2.36570 -1.84240 0.49630
H 2.67535 -2.61473 -1.06131

Cartesian forces (eV/Å) of the 6 atoms listed first:
C -0.07 0.24 -0.06
C 0.11 -0.22 -0.08
C 0.15 0.24 0.05
C -0.33 -0.14 -0.03
C 0.01 0.17 0.28
S -0.12 0.09 -0.24

2S+1	1
gap between HOMO and LUMO	9.0603	eV
energy above the lowest of the compared OMol25 structures with the same formula, charge and spin	13.1	kcal/mol
HOMO energy	-8.38	eV
SMILES	CC(C)[C@@H](CSc1ccccc1)N1CCN(Cc2ccccc2)CCC1=O

Löwdin population analysis, charges in e, atoms 1 to 2: -0.051 -0.383


[2]
ORCA calculation (ωB97M-V/def2-TZVPD) on C23H30N4NiO3 as an isolated structure.

Atoms and positions in Å:
Ni 11.42104 9.58649 6.69247
C 15.85250 8.47715 6.17431
C 14.54571 9.22074 5.88359
N 13.30632 8.56221 6.54250
C 13.13509 7.23904 5.81522
C 14.43878 6.52127 5.61038
N 15.51889 6.97224 6.62386
C 14.85704 7.04872 7.94004
C 13.68360 8.15850 7.95960
H 16.29531 8.96902 7.03841
H 16.51974 8.62882 5.31270
H 14.32660 9.23379 4.74152
H 14.55083 10.23475 6.39325
H 12.73098 7.51762 4.83998
H 12.31146 6.66342 6.31386
H 14.80262 6.76190 4.59367
H 14.34815 5.43305 5.62618
H 16.41488 6.43356 6.70480
H 15.60333 7.33261 8.74191
H 14.54598 6.04898 8.10048
H 13.87921 9.00109 8.59273
H 12.85198 7.56849 8.35917
C 8.82024 7.81678 9.25447
C 9.58813 7.85386 7.92745
O 10.80064 8.19971 7.87199
C 8.90217 7.22237 6.75629
C 8.40918 5.88392 6.83810
C 7.74208 5.25908 5.83289
C 7.73342 5.88494 4.56962
C 8.26104 7.18270 4.44241
C 8.78721 7.86558 5.50694
H 9.16681 8.59498 9.98197
H 8.88468 6.81716 9.69166
H 7.71506 7.91715 8.99376
H 8.61541 5.42624 7.79863
H 7.54660 4.22817 6.01008
H 7.31847 5.31716 3.70734
H 8.28973 7.68166 3.47040
H 9.60879 9.66233 4.39211
N 12.41358 13.27722 5.38467
C 11.73135 12.12926 5.42134
N 11.89894 11.46500 6.54995
C 12.60834 12.34022 7.41459
C 13.36549 11.96242 8.55668
C 14.33157 12.85113 8.96187
C 14.61705 14.03707 8.24726
C 14.00484 14.38487 7.06213
C 13.00621 13.46442 6.64738
H 12.43731 13.92971 4.65066
H 11.17616 11.70119 4.62360
H 13.17968 11.01421 9.02424
H 14.91578 12.60234 9.88211
H 15.45151 14.58234 8.55871
H 14.31610 15.15914 6.36755
C 7.44729 11.18088 5.02501
O 7.65343 9.79984 4.86514
C 8.96223 9.38169 5.24826
O 9.51839 10.08725 6.31289
H 6.49459 11.32879 5.56472
H 7.34056 11.52633 3.94771
H 8.27747 11.77359 5.37218

Cartesian forces (eV/Å) of the 6 atoms listed first:
Ni -1.64 0.39 -0.51
C -0.37 -0.11 0.91
C -2.23 0.47 -0.23
N 2.02 -1.41 0.35
C -1.90 1.14 0.65
C 1.71 -0.93 -0.96

2S+1	3
gap between HOMO and LUMO (spin up / spin down)	7.9285 / 7.0111	eV
charge	+2
HOMO energy (spin up / spin down)	-13.46 / -13.40	eV

Löwdin population analysis, charges in e, atoms 1 to 2: 0.804 -0.035


[3]
ORCA calculation (ωB97M-V/def2-TZVPD) on one molecule with the formula C23H30N4O3.

Atoms and positions in Å:
C -2.39872 -4.61756 -0.66878
C -2.50040 -3.77806 0.60287
N -1.91459 -2.45300 0.45734
C -0.56176 -2.39638 0.54335
O 0.09793 -3.42778 0.63097
C 0.11935 -1.08361 0.55253
C -0.18156 0.07233 1.23811
C 0.88726 0.97034 1.03023
C 1.12733 2.30484 1.44830
O 0.42856 3.03399 2.12485
N 2.39099 2.79542 0.95488
C 2.73026 4.06955 1.30086
C 3.88823 4.64564 0.90522
C 4.78601 3.90283 0.10047
C 4.46418 2.63415 -0.25456
C 3.24438 2.03076 0.16285
N 2.98533 0.80525 -0.21193
C 1.82052 0.29943 0.21871
N 1.35972 -0.93912 -0.04055
C 2.03429 -1.86284 -0.91463
C 2.02184 -1.37000 -2.36391
C 0.61429 -1.11104 -2.89224
O 0.12548 0.08890 -2.33224
C -1.07157 0.52699 -2.91146
C -2.78923 -1.31027 0.27222
C -3.78718 -1.50670 -0.87413
C -4.58124 -0.21893 -1.08439
C -5.32564 0.16849 0.18990
C -4.34963 0.32398 1.35224
C -3.55808 -0.96450 1.55411
H -2.83972 -5.59577 -0.49499
H -1.35306 -4.75080 -0.93084
H -2.91570 -4.14425 -1.49933
H -3.54130 -3.66767 0.90541
H -1.95457 -4.29255 1.39937
H -1.03320 0.26845 1.85625
H 1.99220 4.56598 1.91556
H 4.12065 5.65493 1.20055
H 5.71321 4.35114 -0.22098
H 5.10760 2.02172 -0.86434
H 1.55276 -2.83683 -0.82206
H 3.07226 -1.94559 -0.57992
H 2.50906 -2.11671 -2.99128
H 2.58179 -0.43585 -2.41937
H 0.64200 -1.01958 -3.98986
H -0.05770 -1.94766 -2.63847
H -0.93831 0.75834 -3.97667
H -1.86319 -0.22626 -2.81677
H -1.36256 1.43062 -2.37912
H -2.14866 -0.46448 0.00716
H -4.47999 -2.31759 -0.64414
H -3.25131 -1.76813 -1.78925
H -5.29090 -0.35505 -1.90331
H -3.89943 0.58767 -1.36296
H -6.05766 -0.60570 0.43206
H -5.86786 1.10241 0.03181
H -4.89444 0.56973 2.26565
H -3.66055 1.14502 1.14280
H -4.24735 -1.77420 1.80320
H -2.86168 -0.85893 2.38747

Cartesian forces (eV/Å) of the 6 atoms listed first:
C 0.00 0.13 0.18
C 0.14 -0.33 -0.06
N 0.12 0.01 0.00
C -0.13 -0.18 0.04
O 0.16 -0.10 0.07
C -0.23 0.52 0.48

2S+1	1
gap between HOMO and LUMO	7.6543	eV
energy above the lowest of the compared OMol25 structures with the same formula, charge and spin	30.3	kcal/mol
HOMO energy	-7.46	eV
SMILES	CCN(C(=O)c1cc2c(=O)n3ccccc3nc2n1CCCOC)C1CCCCC1

Löwdin population analysis, charges in e, atoms 1 to 2: -0.064 -0.192


[4]
ORCA calculation (ωB97M-V/def2-TZVPD) on one molecule with the formula C23H30N4O5.

Atoms and positions in Å:
C 4.03835 4.24706 0.86819
C 2.98870 3.89782 -0.11901
C 1.76681 3.30433 0.01350
C 1.26811 3.27476 -1.31581
N 0.05484 2.81844 -1.78119
C -0.88978 2.16858 -1.03998
O -0.73237 1.87393 0.12290
C -2.17390 1.88242 -1.80161
C -2.77372 0.58238 -1.27244
C -1.74279 -0.52060 -1.43387
O -0.75089 -0.37672 -2.14164
N -1.97775 -1.65406 -0.75521
C -1.08994 -2.79684 -0.90575
C 0.15280 -2.71469 -0.00244
O 0.36926 -3.51620 0.88208
N 0.93836 -1.67162 -0.30857
C 2.18612 -1.38756 0.35149
C 3.35273 -1.38380 -0.65253
C 3.34416 -0.13606 -1.54934
C 4.31930 0.78935 -0.82583
C 5.32800 -0.21583 -0.27857
O 4.58321 -1.37106 0.05936
C -3.08564 -1.82488 0.12826
C -4.25481 -2.36627 -0.38762
C -5.32932 -2.59734 0.44866
C -5.21802 -2.30203 1.79515
C -4.05203 -1.76457 2.32297
C -3.96377 -1.48274 3.79225
C -2.96568 -1.50235 1.48050
C -1.69634 -0.91173 2.01039
N 2.13203 3.80619 -2.15032
O 3.20296 4.19305 -1.41242
H 3.76167 3.87228 1.84865
H 4.99266 3.81757 0.56856
H 4.15871 5.32829 0.91802
H 1.27932 2.94108 0.89116
H -0.08550 2.95021 -2.77257
H -1.96775 1.79469 -2.86805
H -2.86413 2.71270 -1.63789
H -3.02567 0.68950 -0.21724
H -3.68070 0.31662 -1.81834
H -1.64423 -3.70179 -0.65251
H -0.75865 -2.84029 -1.94834
H 0.65831 -1.07467 -1.08094
H 2.35647 -2.16794 1.09620
H 2.13148 -0.41719 0.85667
H 3.30022 -2.30986 -1.24101
H 3.72124 -0.37878 -2.54303
H 2.34904 0.29222 -1.64988
H 3.81616 1.29706 -0.00258
H 4.77314 1.52923 -1.48081
H 6.07564 -0.46983 -1.04430
H 5.84621 0.12618 0.62001
H -4.30731 -2.60786 -1.43906
H -6.24336 -3.01602 0.05615
H -6.05240 -2.49862 2.45262
H -4.85407 -1.84044 4.30295
H -3.09328 -1.97442 4.22257
H -3.87146 -0.41231 3.97567
H -1.02686 -1.70763 2.33723
H -1.89199 -0.26243 2.85869
H -1.18191 -0.32889 1.24986

Cartesian forces (eV/Å) of the 6 atoms listed first:
C 0.00 0.07 -0.28
C -0.71 -0.30 0.08
C 0.44 0.23 -0.11
C 0.95 0.41 0.36
N 0.07 0.17 -0.45
C -0.17 0.18 -0.55

2S+1	1
gap between HOMO and LUMO	9.7833	eV
energy above the lowest of the compared OMol25 structures with the same formula, charge and spin	3.2	kcal/mol
HOMO energy	-9.16	eV
SMILES	Cc1cc(NC(=O)CCC(=O)N(CC(=O)NC[C@H]2CCCO2)c2cccc(C)c2C)no1

Löwdin population analysis, charges in e, atoms 1 to 2: 0.001 -0.336


Number 1: DFT total energy -40201.558 eV. Number 2: DFT total energy -77466.830 eV. Number 3: DFT total energy -36442.244 eV. Number 4: DFT total energy -40536.855 eV.